Record 1
{
  "formula": "C32H41BF4N4O8PPdS3",
  "method": "ωB97M-V/def2-TZVPD",
  "elements": ["Pd", "F", "B", "F", "F", "F", "O", "S", "C", "C", "C", "C", "C", "C", "C", "C", "C", "C", "C", "C", "H", "H", "H", "H", "H", "H", "H", "H", "H", "H", "C", "S", "O", "O", "O", "H", "H", "H", "O", "C", "N", "S", "O", "O", "C", "C", "C", "C", "C", "C", "H", "H", "H", "H", "O", "P", "N", "C", "C", "C", "C", "N", "C", "C", "C", "C", "N", "C", "C", "C", "C", "H", "H", "H", "H", "H", "H", "H", "H", "H", "H", "H", "H", "H", "H", "H", "H", "H", "H", "H", "H", "H", "H", "H", "H"],
  "positions_angstrom": [[0.10, -2.53, -0.09], [-1.11, -4.92, -0.99], [-2.23, -5.75, -1.28], [-2.43, -5.78, -2.66], [-1.95, -7.04, -0.79], [-3.35, -5.23, -0.62], [2.80, -1.74, 0.34], [3.65, -1.66, 1.56], [2.67, -1.00, 2.91], [1.53, -0.27, 2.62], [0.76, 0.21, 3.68], [1.13, -0.05, 4.99], [2.27, -0.80, 5.26], [3.04, -1.28, 4.22], [4.64, -0.17, 1.31], [4.35, 0.61, 0.20], [5.11, 1.76, -0.03], [6.14, 2.10, 0.84], [6.43, 1.29, 1.93], [5.69, 0.15, 2.17], [1.24, -0.09, 1.60], [-0.13, 0.77, 3.45], [0.52, 0.31, 5.80], [2.55, -1.01, 6.28], [3.92, -1.89, 4.41], [3.56, 0.31, -0.47], [4.89, 2.37, -0.89], [6.73, 2.99, 0.65], [7.24, 1.56, 2.60], [5.91, -0.49, 3.01], [-1.33, -5.18, 1.99], [-0.57, -3.61, 2.20], [-0.51, -3.31, 3.59], [-1.31, -2.60, 1.37], [0.76, -3.63, 1.49], [-2.40, -5.02, 1.93], [-1.06, -5.79, 2.85], [-0.99, -5.61, 1.05], [2.19, 1.12, -3.95], [1.67, 0.04, -3.71], [1.33, -0.43, -2.48], [0.66, -1.84, -2.56], [1.39, -2.90, -1.83], [-0.73, -1.88, -2.07], [0.72, -2.08, -4.31], [0.28, -3.13, -5.08], [0.47, -3.00, -6.45], [1.07, -1.87, -6.99], [1.50, -0.82, -6.18], [1.31, -0.94, -4.82], [-0.19, -4.00, -4.63], [0.14, -3.80, -7.11], [1.19, -1.80, -8.06], [1.96, 0.07, -6.59], [-0.90, 0.00, 0.15], [-1.48, 1.34, 0.31], [-2.41, 1.67, -1.02], [-2.35, 0.82, -2.23], [-3.36, 1.48, -3.17], [-4.40, 2.05, -2.21], [-3.54, 2.59, -1.06], [-0.30, 2.50, 0.51], [-0.56, 3.95, 0.58], [0.68, 4.62, -0.04], [1.73, 3.51, -0.07], [0.89, 2.28, -0.35], [-2.47, 1.49, 1.63], [-3.46, 0.41, 1.82], [-3.92, 0.65, 3.26], [-3.92, 2.17, 3.36], [-2.67, 2.59, 2.57], [-2.64, -0.21, -2.00], [-1.34, 0.79, -2.64], [-3.77, 0.78, -3.89], [-2.88, 2.30, -3.72], [-5.04, 1.24, -1.84], [-5.04, 2.81, -2.65], [-4.08, 2.59, -0.11], [-3.23, 3.62, -1.28], [-0.69, 4.25, 1.62], [-1.47, 4.23, 0.04], [0.99, 5.49, 0.52], [0.45, 4.94, -1.06], [2.21, 3.40, 0.90], [2.49, 3.66, -0.83], [1.36, 1.33, -0.12], [0.61, 2.24, -1.42], [-2.99, -0.56, 1.66], [-4.30, 0.52, 1.13], [-3.19, 0.22, 3.95], [-4.89, 0.20, 3.46], [-3.89, 2.54, 4.39], [-4.81, 2.57, 2.89], [-1.80, 2.70, 3.22], [-2.83, 3.55, 2.06]],
  "charge": -1,
  "homo_lumo_gap_ev": 7.7,
  "homo_energy_ev": -6.3,
  "largest_force_ev_per_a": 1.08
}

***

Record 2
{
  "formula": "C32H41BFeN7O4S",
  "method": "ωB97M-V/def2-TZVPD",
  "elements": ["Fe", "C", "N", "C", "C", "C", "C", "C", "C", "C", "N", "C", "C", "C", "C", "C", "C", "N", "C", "C", "H", "H", "H", "H", "H", "H", "H", "H", "H", "H", "H", "H", "H", "H", "H", "H", "H", "H", "H", "H", "N", "C", "C", "C", "C", "C", "C", "S", "O", "O", "N", "C", "N", "C", "C", "C", "N", "H", "H", "H", "H", "H", "H", "H", "H", "H", "C", "C", "C", "O", "B", "O", "C", "C", "C", "H", "H", "H", "H", "H", "H", "H", "H", "H", "H", "H", "H"],
  "positions_angstrom": [[-0.09, -0.99, 0.75], [0.13, -2.12, 3.44], [0.25, -0.73, 2.97], [1.59, -0.22, 3.29], [-0.86, 0.04, 3.49], [-0.77, 0.77, 4.65], [-1.90, 1.39, 5.18], [-3.12, 1.20, 4.56], [-3.21, 0.48, 3.37], [-2.06, -0.05, 2.75], [-1.99, -0.66, 1.52], [-2.87, -0.38, 0.48], [-3.87, 0.60, 0.42], [-4.61, 0.82, -0.73], [-4.36, 0.10, -1.89], [-3.35, -0.86, -1.87], [-2.62, -1.08, -0.72], [-1.53, -2.03, -0.66], [-0.93, -2.35, -1.95], [-2.03, -3.26, -0.02], [0.42, -2.19, 4.50], [0.77, -2.77, 2.85], [-0.91, -2.44, 3.34], [1.80, -0.30, 4.37], [1.68, 0.81, 2.97], [2.32, -0.82, 2.75], [0.18, 0.86, 5.17], [-1.83, 1.98, 6.09], [-4.02, 1.61, 4.99], [-4.17, 0.32, 2.92], [-4.06, 1.22, 1.28], [-5.37, 1.59, -0.73], [-4.93, 0.27, -2.79], [-3.13, -1.41, -2.77], [-1.62, -2.90, -2.60], [-0.04, -2.96, -1.80], [-0.64, -1.42, -2.45], [-2.63, -3.84, -0.73], [-2.66, -2.98, 0.82], [-1.21, -3.86, 0.34], [4.48, 0.32, -5.79], [4.15, 0.11, -4.46], [3.00, 0.69, -3.92], [2.70, 0.52, -2.58], [3.55, -0.23, -1.77], [4.69, -0.81, -2.30], [4.99, -0.63, -3.63], [3.17, -0.41, -0.06], [2.76, 0.87, 0.45], [4.27, -1.09, 0.56], [1.83, -1.34, 0.01], [2.00, -2.68, -0.17], [3.01, -3.16, -0.89], [3.11, -4.48, -0.97], [2.20, -5.34, -0.37], [1.14, -4.74, 0.29], [1.03, -3.42, 0.39], [3.73, 0.58, -6.41], [5.15, -0.31, -6.20], [2.34, 1.27, -4.55], [1.81, 0.97, -2.17], [5.32, -1.39, -1.65], [5.89, -1.08, -4.05], [3.94, -4.86, -1.55], [2.30, -6.41, -0.42], [0.36, -5.33, 0.74], [-2.33, 3.84, -1.17], [-0.91, 3.30, -1.11], [0.04, 4.25, -1.82], [-0.91, 2.05, -1.89], [-0.64, 1.04, -1.05], [-0.36, 1.38, 0.23], [-0.44, 2.86, 0.34], [0.91, 3.42, 0.74], [-1.44, 3.14, 1.45], [-2.57, 4.09, -2.20], [-2.43, 4.73, -0.56], [-3.05, 3.09, -0.84], [-0.33, 4.41, -2.83], [1.05, 3.84, -1.88], [0.07, 5.21, -1.31], [1.69, 3.16, 0.04], [1.19, 3.01, 1.71], [0.84, 4.50, 0.82], [-2.43, 2.74, 1.23], [-1.53, 4.22, 1.61], [-1.10, 2.68, 2.37]],
  "spin_multiplicity": 6,
  "homo_lumo_gap_ev": [7.5, 6.6],
  "homo_energy_ev": [-6.8, -6.8],
  "largest_force_ev_per_a": 0.47
}

***

Record 3
{
  "formula": "C32H41BN8O2RbS2Si",
  "method": "ωB97M-V/def2-TZVPD",
  "elements": ["Rb", "N", "C", "C", "C", "C", "N", "C", "N", "N", "C", "O", "O", "H", "H", "H", "H", "H", "H", "H", "H", "H", "H", "H", "H", "H", "H", "C", "N", "C", "C", "N", "B", "N", "C", "C", "N", "C", "C", "S", "C", "S", "H", "H", "H", "H", "H", "H", "H", "H", "H", "H", "H", "H", "C", "C", "C", "C", "C", "C", "Si", "C", "C", "C", "C", "C", "C", "C", "C", "C", "C", "C", "C", "H", "H", "H", "H", "H", "H", "H", "H", "H", "H", "H", "H", "H", "H", "H"],
  "positions_angstrom": [[0.65, 0.10, 0.53], [-1.25, -2.14, 1.85], [-2.11, -1.05, 2.29], [-3.57, -1.46, 2.63], [-4.41, -1.82, 1.38], [-5.45, -0.78, 0.90], [-5.09, 0.64, 0.86], [-4.57, 1.32, -0.17], [-4.21, 0.70, -1.29], [-4.51, 2.66, -0.10], [-2.22, -0.02, 1.17], [-2.17, -0.50, 0.00], [-2.43, 1.16, 1.48], [-1.52, -2.40, 0.90], [-1.31, -2.95, 2.45], [-1.65, -0.56, 3.15], [-4.03, -0.65, 3.20], [-3.53, -2.33, 3.29], [-4.99, -2.73, 1.59], [-3.75, -2.07, 0.56], [-6.33, -0.83, 1.54], [-5.78, -1.04, -0.11], [-4.98, 1.09, 1.75], [-3.50, -0.04, -1.09], [-3.86, 1.32, -2.02], [-4.60, 3.06, 0.82], [-3.72, 3.05, -0.60], [5.14, 2.78, 2.11], [4.78, 1.72, 3.01], [4.82, 1.78, 4.39], [4.38, 0.59, 4.84], [4.05, -0.19, 3.75], [3.54, -1.64, 3.92], [2.02, -1.66, 4.41], [1.54, -2.86, 4.87], [0.31, -2.67, 5.39], [0.03, -1.33, 5.24], [-1.14, -0.67, 5.76], [1.08, -0.71, 4.60], [1.09, 0.93, 4.15], [4.30, 0.50, 2.62], [4.12, 0.02, 1.00], [5.97, 3.35, 2.53], [4.29, 3.46, 1.94], [5.43, 2.35, 1.15], [5.15, 2.66, 4.91], [4.24, 0.24, 5.84], [3.62, -2.26, 2.89], [4.17, -2.14, 4.83], [2.13, -3.76, 4.81], [-0.38, -3.35, 5.87], [-2.05, -1.06, 5.31], [-1.05, 0.39, 5.53], [-1.19, -0.80, 6.85], [-2.63, 3.24, -3.56], [-2.64, 1.99, -4.17], [-1.55, 1.13, -4.03], [-0.42, 1.47, -3.28], [-0.44, 2.74, -2.68], [-1.51, 3.62, -2.82], [1.00, 0.25, -2.78], [0.46, -1.34, -3.73], [-0.68, -2.02, -3.28], [-1.10, -3.21, -3.85], [-0.37, -3.78, -4.89], [0.77, -3.13, -5.35], [1.17, -1.93, -4.77], [2.50, 0.87, -3.80], [2.48, 1.95, -4.68], [3.63, 2.39, -5.34], [4.84, 1.74, -5.14], [4.89, 0.66, -4.27], [3.74, 0.24, -3.61], [-3.47, 3.91, -3.67], [-3.50, 1.68, -4.76], [-1.59, 0.16, -4.52], [0.41, 3.05, -2.08], [-1.48, 4.59, -2.35], [-1.24, -1.61, -2.44], [-1.99, -3.71, -3.48], [-0.69, -4.71, -5.34], [1.34, -3.56, -6.16], [2.06, -1.44, -5.16], [1.55, 2.47, -4.86], [3.58, 3.24, -6.01], [5.73, 2.07, -5.65], [5.83, 0.15, -4.09], [3.81, -0.58, -2.90]],
  "charge": -1,
  "homo_lumo_gap_ev": 5.0,
  "homo_energy_ev": -3.3,
  "largest_force_ev_per_a": 0.79
}

***

Record 4
{
  "formula": "C32H41BrCl4F4I2N2O4S",
  "method": "ωB97M-V/def2-TZVPD",
  "elements": ["C", "C", "N", "C", "C", "C", "Br", "C", "C", "C", "Cl", "S", "C", "C", "F", "C", "C", "Cl", "C", "C", "Cl", "C", "C", "F", "F", "F", "C", "C", "C", "C", "Cl", "C", "N", "C", "I", "C", "C", "I", "H", "H", "H", "H", "H", "H", "H", "H", "H", "H", "H", "H", "H", "H", "H", "H", "H", "H", "H", "H", "H", "C", "O", "C", "C", "O", "C", "H", "H", "H", "H", "H", "H", "H", "H", "H", "H", "C", "O", "C", "C", "O", "C", "H", "H", "H", "H", "H", "H", "H", "H", "H", "H"],
  "positions_angstrom": [[6.35, 0.21, 0.52], [6.78, -1.07, -0.29], [5.89, -1.42, -1.44], [4.52, -1.07, -1.23], [3.88, -0.15, -2.18], [2.44, 0.27, -2.04], [1.78, 1.43, -3.46], [1.58, -0.20, -0.91], [2.29, -1.17, -0.03], [3.67, -1.58, -0.17], [4.37, -2.76, 1.00], [1.40, -1.99, 1.34], [-0.31, -1.82, 0.71], [-1.23, -2.80, 1.24], [-0.77, -3.70, 2.18], [-2.64, -2.84, 0.80], [-3.47, -3.99, 1.43], [-2.74, -5.66, 1.13], [-3.61, -3.85, 3.01], [-4.20, -2.46, 3.45], [-4.89, -5.12, 3.47], [-3.08, -1.84, -0.17], [-4.59, -1.84, -0.60], [-5.05, -0.56, -0.89], [-4.83, -2.70, -1.63], [-5.43, -2.17, 0.46], [-2.12, -0.86, -0.72], [-2.50, 0.16, -1.86], [-3.24, -0.56, -3.10], [-2.40, -0.38, -4.44], [-2.93, 1.19, -5.19], [-0.71, -0.78, -0.28], [0.21, 0.21, -0.76], [-0.08, 1.58, -0.42], [-0.73, 3.12, -1.86], [-0.04, 2.14, 0.84], [-0.37, 3.65, 1.14], [0.42, 1.03, 2.59], [5.49, -0.03, 1.19], [6.12, 1.03, -0.20], [7.21, 0.45, 1.21], [6.84, -1.99, 0.36], [7.82, -0.95, -0.72], [6.17, -0.93, -2.30], [4.55, 0.21, -3.03], [-4.51, -4.11, 1.04], [-2.69, -4.16, 3.55], [-3.47, -1.93, 4.12], [-4.41, -1.79, 2.58], [-5.19, -2.62, 3.97], [-1.53, 0.46, -2.35], [-3.07, 1.04, -1.47], [-4.30, -0.24, -3.21], [-3.16, -1.66, -2.87], [-2.58, -1.27, -5.11], [-1.29, -0.39, -4.24], [0.31, 4.34, 0.58], [-0.27, 3.89, 2.23], [-1.45, 3.87, 0.87], [9.09, 3.96, -3.22], [9.52, 3.13, -4.29], [9.83, 1.81, -3.87], [8.73, 0.84, -4.25], [7.54, 1.08, -3.49], [6.55, 1.76, -4.25], [8.72, 4.89, -3.64], [8.29, 3.49, -2.65], [9.93, 4.19, -2.56], [10.03, 1.78, -2.80], [10.75, 1.52, -4.39], [9.06, -0.18, -4.00], [8.52, 0.87, -5.32], [6.13, 1.08, -5.00], [6.95, 2.65, -4.73], [5.75, 2.05, -3.57], [-7.53, -0.85, 5.76], [-6.92, -0.38, 4.57], [-7.86, -0.13, 3.53], [-8.12, 1.36, 3.37], [-8.81, 1.90, 4.50], [-7.95, 2.62, 5.37], [-6.78, -0.86, 6.55], [-8.35, -0.20, 6.07], [-7.91, -1.87, 5.62], [-8.80, -0.66, 3.72], [-7.43, -0.51, 2.61], [-8.76, 1.52, 2.50], [-7.18, 1.90, 3.20], [-7.65, 3.56, 4.89], [-7.06, 2.04, 5.63], [-8.50, 2.85, 6.28]],
  "homo_lumo_gap_ev": 8.0,
  "homo_energy_ev": -8.3,
  "largest_force_ev_per_a": 4.10
}

***

Record 5
{
  "formula": "C32H41BrIMoN2O6P2S5",
  "method": "ωB97M-V/def2-TZVPD",
  "elements": ["Mo", "C", "C", "O", "P", "S", "S", "O", "C", "C", "H", "H", "H", "H", "H", "H", "H", "H", "H", "H", "C", "C", "C", "C", "C", "C", "C", "S", "O", "O", "N", "C", "C", "C", "C", "C", "C", "C", "C", "N", "C", "H", "H", "H", "H", "H", "H", "H", "H", "H", "H", "H", "H", "H", "C", "C", "C", "O", "P", "S", "S", "O", "C", "C", "C", "H", "H", "H", "H", "H", "H", "H", "H", "H", "H", "H", "H", "H", "H", "Br", "C", "C", "C", "C", "C", "C", "I", "H", "H", "H", "H"],
  "positions_angstrom": [[0.64, 0.15, 0.34], [-0.69, -4.75, 3.29], [-0.52, -3.77, 2.16], [0.37, -2.71, 2.58], [-0.07, -1.23, 2.84], [1.51, -0.05, 2.76], [-1.40, -0.56, 1.46], [-0.77, -1.33, 4.28], [-1.31, -0.14, 4.87], [-2.11, -0.55, 6.08], [-1.33, -5.58, 2.96], [-1.16, -4.28, 4.15], [0.27, -5.16, 3.59], [-1.47, -3.34, 1.84], [-0.04, -4.21, 1.28], [-1.93, 0.37, 4.14], [-0.48, 0.52, 5.14], [-2.94, -1.20, 5.79], [-2.52, 0.33, 6.57], [-1.49, -1.09, 6.80], [-6.70, 2.21, -1.93], [-5.32, 1.63, -2.04], [-4.96, 0.80, -3.11], [-3.68, 0.28, -3.21], [-2.74, 0.57, -2.23], [-3.07, 1.39, -1.17], [-4.35, 1.92, -1.08], [-1.15, -0.19, -2.38], [-0.83, -0.16, -3.78], [-1.20, -1.45, -1.70], [-0.13, 0.76, -1.52], [0.43, 1.90, -2.09], [0.01, 2.58, -3.22], [0.70, 3.72, -3.67], [1.81, 4.21, -3.03], [2.25, 3.56, -1.86], [3.38, 3.98, -1.13], [3.76, 3.31, 0.00], [2.98, 2.22, 0.43], [1.92, 1.81, -0.22], [1.55, 2.44, -1.38], [-6.67, 3.30, -2.02], [-7.15, 1.97, -0.97], [-7.35, 1.83, -2.72], [-5.70, 0.56, -3.87], [-3.41, -0.35, -4.04], [-2.32, 1.64, -0.42], [-4.61, 2.58, -0.27], [-0.83, 2.21, -3.78], [0.34, 4.21, -4.57], [2.34, 5.07, -3.40], [3.95, 4.83, -1.48], [4.63, 3.60, 0.58], [3.23, 1.68, 1.34], [3.47, -0.41, -3.30], [2.40, -1.28, -3.95], [2.97, -2.27, -4.94], [1.57, -2.00, -3.00], [1.92, -2.79, -1.68], [0.65, -4.16, -1.29], [2.28, -1.40, -0.14], [3.41, -3.27, -2.00], [4.39, -3.96, -1.17], [5.50, -2.98, -0.85], [3.82, -4.63, 0.06], [3.90, 0.24, -4.07], [4.26, -1.02, -2.87], [3.05, 0.21, -2.52], [1.67, -0.64, -4.45], [3.70, -2.92, -4.46], [3.46, -1.73, -5.75], [2.17, -2.88, -5.36], [4.78, -4.73, -1.84], [5.13, -2.18, -0.20], [5.90, -2.53, -1.76], [6.31, -3.50, -0.34], [3.39, -3.90, 0.75], [4.64, -5.14, 0.58], [3.05, -5.35, -0.19], [0.28, 3.69, 4.86], [-1.46, 3.17, 4.34], [-2.41, 3.01, 5.34], [-3.68, 2.57, 5.02], [-4.02, 2.29, 3.70], [-3.07, 2.47, 2.70], [-1.79, 2.91, 3.02], [-0.45, 3.19, 1.46], [-2.14, 3.22, 6.36], [-4.41, 2.44, 5.81], [-5.01, 1.94, 3.45], [-3.32, 2.26, 1.67]],
  "spin_multiplicity": 2,
  "homo_lumo_gap_ev": [6.2, 6.4],
  "homo_energy_ev": [-7.2, -7.2],
  "largest_force_ev_per_a": 0.33
}